[1]
Formula: C30H45F3N2O8S4
Source: the Open Molecules 2025 dataset
Level of theory: ωB97M-V with the def2-TZVPD basis set

Geometry as XYZ:
```
92
Properties=species:S:1:pos:R:3:lowdin_charge:R:1
C 4.2415 0.1627 2.0942 -0.104
C 2.7959 0.3548 2.5621 -0.230
C 1.7959 0.0892 1.4065 -0.157
C 0.7469 1.1485 1.1597 -0.155
C 1.0640 2.5140 1.0197 -0.169
C 2.5021 3.0252 1.0747 -0.132
C 2.8122 4.0626 -0.0147 -0.281
C 2.5272 3.5475 -1.4057 -0.557
S 2.6843 4.8870 -2.6432 0.699
C 0.0384 3.4238 0.7767 -0.034
C -1.2826 3.0249 0.6447 -0.010
C -1.6026 1.6779 0.7477 -0.273
C -0.5986 0.7691 1.0178 -0.360
S -1.1208 -0.9379 1.1334 1.088
C -2.2091 -0.9261 -0.2763 -0.348
C -3.0190 0.1971 -0.3946 -0.262
C -3.8878 0.2694 -1.4733 -0.007
C -3.9180 -0.7420 -2.4210 -0.020
C -3.0837 -1.8480 -2.3337 -0.211
N -3.0500 -2.8958 -3.3124 -0.035
C -4.1869 -2.9000 -4.2568 -0.044
C -1.8600 -2.8885 -4.1172 -0.490
C -0.8765 -1.7516 -4.0412 0.025
O -1.6608 -3.8028 -4.8635 0.106
C -2.2275 -1.9601 -1.2184 -0.158
C -1.3709 -3.1724 -1.0140 -0.094
C -2.1180 -4.2351 -0.2026 -0.255
O -2.1698 -3.8892 1.1713 -0.001
C -1.4965 -5.6119 -0.3213 -0.604
F -2.3674 -6.5462 0.0935 0.147
F -1.1708 -5.9135 -1.5794 0.158
F -0.4008 -5.7214 0.4249 0.172
N -2.9485 1.2357 0.5673 0.085
H 4.3915 0.5631 1.0934 0.039
H 4.9550 0.6775 2.7328 0.076
H 4.4817 -0.8953 2.0484 0.078
H 2.6552 1.3243 3.0234 0.093
H 2.6197 -0.3906 3.3364 0.104
H 2.3699 0.0105 0.4796 0.120
H 1.3568 -0.8872 1.5623 0.067
H 2.7460 3.4152 2.0587 0.125
H 3.1462 2.1806 0.8554 0.084
H 3.8779 4.2857 0.0536 0.112
H 2.3069 5.0025 0.1932 0.091
H 1.5395 3.1111 -1.5144 0.069
H 3.2473 2.7775 -1.6726 0.054
H 1.5998 4.6191 -3.3796 -0.163
H 0.2465 4.4762 0.6624 0.114
H -2.0392 3.7756 0.4585 0.112
H -4.5560 1.1098 -1.5985 0.114
H -4.5987 -0.6190 -3.2473 0.104
H -4.1459 -3.8090 -4.8434 0.087
H -4.1056 -2.0736 -4.9663 0.095
H -5.1340 -2.8752 -3.7328 0.093
H -0.1833 -1.9430 -3.2256 0.089
H -1.3373 -0.7932 -3.8145 0.086
H -0.3124 -1.6735 -4.9612 0.090
H -1.0371 -3.6321 -1.9358 0.105
H -0.4718 -2.9286 -0.4509 0.112
H -3.1420 -4.2781 -0.5732 0.167
H -3.0656 -3.6099 1.3711 0.107
H -3.4649 2.0245 0.1975 0.123
C -3.9179 0.3477 3.6880 -0.072
C -5.1140 1.1185 3.1751 -0.249
O -6.3715 0.5085 3.5519 -0.265
S -6.8445 0.6494 5.0613 0.563
C -8.4907 0.0695 4.8339 -0.124
O -6.8661 2.0376 5.4082 -0.275
O -6.1327 -0.2859 5.8748 -0.274
H -3.8766 0.3767 4.7762 0.073
H -2.9984 0.7715 3.2885 0.062
H -3.9832 -0.6969 3.3827 0.083
H -5.0934 2.1576 3.5094 0.117
H -5.1044 1.1224 2.0880 0.100
H -9.0269 0.7653 4.1949 0.073
H -8.9496 0.0246 5.8189 0.076
H -8.4532 -0.9226 4.3925 0.074
C 9.3976 -0.0581 -0.3055 -0.072
C 9.0559 1.0642 -1.2649 -0.246
O 7.9765 0.7247 -2.1635 -0.260
S 6.5031 0.6922 -1.5752 0.553
C 5.6481 0.5879 -3.1096 -0.118
O 6.2195 1.9529 -0.9568 -0.283
O 6.3065 -0.5258 -0.8524 -0.274
H 8.5816 -0.2515 0.3890 0.070
H 10.2817 0.2062 0.2749 0.082
H 9.5918 -0.9821 -0.8497 0.086
H 8.8104 1.9850 -0.7336 0.115
H 9.9052 1.2762 -1.9108 0.122
H 5.8149 1.5025 -3.6720 0.078
H 4.5919 0.4704 -2.8764 0.073
H 6.0104 -0.2807 -3.6529 0.076
```

The calculation puts the HOMO-LUMO gap at 8.334 eV. As for the structure (SMILES): CCCc1c(CCCS)ccc2c1Sc1c(ccc(N(C)C(C)=O)c1C[C@H](O)C(F)(F)F)N2.CCOS(C)(=O)=O.CCOS(C)(=O)=O. The value obtained for the HOMO energy is -8.19 eV.

[2]
Formula: C30H45F5OP2Rh
Source: the Open Molecules 2025 dataset
Level of theory: ωB97M-V with the def2-TZVPD basis set

Geometry as XYZ:
```
84
Properties=species:S:1:pos:R:3:lowdin_spin:R:1
Rh 0.4085 2.6297 -0.5783 1.373
C 1.7013 -0.0763 2.3918 0.081
C 1.3533 1.2900 2.4929 0.165
C -0.5633 0.0606 2.7774 0.026
C 0.5164 -0.8383 2.5879 0.309
C -0.0454 1.3804 2.7262 0.224
C 3.0641 -0.6012 2.1678 0.004
H 3.6123 0.0382 1.4608 0.001
H 3.0323 -1.6200 1.7603 0.000
H 3.6451 -0.6281 3.1033 0.002
C 0.3946 -2.3081 2.6096 0.059
H 1.3693 -2.7908 2.4724 0.000
H -0.2847 -2.6590 1.8133 0.017
H -0.0300 -2.6519 3.5655 0.016
C -1.9670 -0.3279 3.0286 -0.008
H -2.1510 -0.5358 4.0956 -0.002
H -2.2244 -1.2395 2.4720 -0.001
H -2.6579 0.4719 2.7323 -0.001
C -0.7993 2.6299 2.9341 0.048
H -0.5898 3.0505 3.9325 0.016
H -1.8787 2.4516 2.8652 0.001
H -0.5261 3.3964 2.1897 0.012
C 2.3024 2.4240 2.4754 0.029
H 2.7123 2.5975 3.4841 0.011
H 1.8133 3.3503 2.1491 0.004
H 3.1496 2.2240 1.8082 0.003
C 1.4311 2.0237 -2.1764 0.044
C 2.3168 2.1654 -1.0389 0.123
C 3.2764 3.3451 -0.9452 0.027
C 2.5978 4.6591 -0.4841 0.026
C 1.0937 4.5265 -0.3205 0.090
C 0.2243 4.4339 -1.4690 0.058
C 0.7729 4.4141 -2.8846 0.007
C 1.4209 3.0610 -3.2872 0.007
H 3.7780 3.5074 -1.9099 0.004
H 2.8543 5.4727 -1.1796 0.003
H 4.0675 3.0901 -0.2255 0.001
H 2.4361 3.2339 -3.6663 0.000
H 1.1800 0.9936 -2.4572 0.007
H 2.6413 1.2303 -0.5594 0.012
H 0.8480 2.6371 -4.1228 0.000
H -0.0721 4.6046 -3.5634 0.000
H -0.7670 4.8874 -1.3542 0.011
H 1.4851 5.2347 -3.0502 0.000
H 3.0161 4.9480 0.4896 0.001
H 0.6688 5.0302 0.5581 0.009
P 1.1958 -2.2755 -1.1639 0.003
C 1.4883 -4.0317 -0.6809 0.001
H 1.8014 -4.6190 -1.5553 0.000
H 0.5548 -4.4368 -0.2647 0.000
H 2.2653 -4.0674 0.0950 0.000
C 0.2083 -2.5921 -2.6846 0.001
H 0.7259 -3.3204 -3.3276 0.000
H 0.0674 -1.6468 -3.2320 0.000
H -0.7745 -2.9851 -2.3862 0.001
C 2.8229 -1.9081 -1.9308 0.001
H 2.7721 -0.9377 -2.4468 0.000
H 3.1031 -2.6983 -2.6433 0.000
H 3.5820 -1.8435 -1.1371 0.000
P -1.6584 1.3133 -1.1478 0.094
C -2.7720 2.5282 -0.3587 0.037
H -3.5901 2.7662 -1.0480 0.005
H -2.2032 3.4369 -0.1148 0.011
H -3.1742 2.0974 0.5674 0.001
C -1.9818 1.4763 -2.9378 0.001
H -1.5257 2.3952 -3.3303 0.000
H -3.0698 1.5066 -3.0912 0.001
H -1.5574 0.6115 -3.4672 0.000
C -2.3844 -0.2938 -0.6801 0.023
H -3.2996 -0.4819 -1.2709 0.004
H -2.6555 -0.3044 0.3848 0.000
H -1.6878 -1.1227 -0.8440 0.000
F -4.8178 -7.5330 0.9580 0.064
C -4.0429 -6.4412 0.8501 0.198
C -2.7215 -6.4774 1.3031 -0.012
F -2.2313 -7.6137 1.8483 -0.016
C -1.9327 -5.3575 1.2056 0.140
F -0.6777 -5.3731 1.7143 0.040
C -2.3851 -4.1599 0.5577 0.076
O -1.6085 -3.1924 0.3121 0.360
C -3.7671 -4.1477 0.1779 0.137
F -4.2673 -3.0089 -0.3443 0.038
C -4.5666 -5.2594 0.3119 -0.011
F -5.8614 -5.2195 -0.0688 -0.015
```

The calculation puts the HOMO-LUMO gap (alpha / beta) at 6.759 / 4.218 eV. The expectation value of S² is 6.06. The multiplicity is 5. Its charge is +1. The value obtained for the HOMO energy (alpha / beta) is -9.55 / -9.44 eV.

[3]
Formula: C30H45NO3P2PdS
Source: the Open Molecules 2025 dataset
Level of theory: ωB97M-V with the def2-TZVPD basis set

Geometry as XYZ:
```
83
Properties=species:S:1:pos:R:3:lowdin_spin:R:1
Pd 0.8985 0.1090 -2.9692 0.130
C -0.8884 -2.3942 2.4019 0.314
C 0.3999 -2.4636 1.7977 0.306
C 0.5307 -1.0307 3.6018 0.332
C -0.8078 -1.5119 3.5149 0.329
C 1.2906 -1.6742 2.5828 0.319
C -2.1107 -3.0867 1.9541 0.044
H -1.8705 -3.9083 1.2680 0.001
H -2.7955 -2.3924 1.4421 0.018
H -2.6537 -3.5065 2.8124 0.008
C -1.9379 -1.1623 4.3868 0.049
H -2.6181 -0.4645 3.8731 0.021
H -1.5876 -0.6792 5.3045 0.001
H -2.5199 -2.0543 4.6578 0.010
C 1.0667 -0.0549 4.5626 0.052
H 1.7790 -0.5290 5.2567 0.020
H 0.2605 0.4100 5.1438 0.000
H 1.5990 0.7514 4.0347 0.014
C 2.7446 -1.5325 2.4009 0.066
H 3.2709 -1.6533 3.3605 0.012
H 3.0145 -0.5322 2.0082 0.036
H 3.1196 -2.2865 1.7005 0.000
C 0.7733 -3.1950 0.5692 0.050
H 1.5218 -3.9765 0.7734 0.014
H 1.2087 -2.5158 -0.1848 0.015
H -0.0994 -3.6758 0.1133 0.001
C -0.7444 0.9192 -3.6333 0.007
C -1.6330 -0.2964 -3.6106 0.110
C -1.4642 -1.2360 -4.8244 0.012
C -0.0625 -1.3700 -5.4427 0.009
C 1.1270 -0.9815 -4.5935 0.044
C 1.7637 0.2985 -4.7234 0.007
C 1.0657 1.4348 -5.4160 -0.001
C -0.4275 1.5453 -4.9989 0.000
H -2.1459 -0.8638 -5.6086 0.006
H -0.0456 -0.8204 -6.3944 0.002
H -1.8321 -2.2370 -4.5679 0.002
H -1.0695 1.1268 -5.7847 0.000
H -1.0693 1.6738 -2.8960 0.005
H -2.6776 0.0611 -3.6393 0.022
H -0.6686 2.6145 -4.9048 0.000
H 1.5696 2.3702 -5.1356 0.000
H 2.8532 0.3327 -4.6361 0.001
H 1.1590 1.3443 -6.5072 0.000
H 0.0756 -2.4326 -5.6979 0.000
H 1.7571 -1.8296 -4.3059 0.000
P -1.8521 -1.2219 -1.8937 0.558
C -3.1177 -0.1749 -1.1139 0.071
C -2.7444 -2.7788 -2.2603 0.081
P 3.2425 0.5924 -0.0988 0.247
C 1.5796 0.7154 -0.9143 0.384
C 4.0263 -0.4508 -1.3965 0.065
C 3.8742 2.2555 -0.5519 0.026
H -2.7681 0.0860 -0.0908 0.011
H -4.0634 -0.7325 -1.0586 0.008
H -3.2543 0.7528 -1.6903 0.007
H -2.2573 -3.3292 -3.0780 0.000
H -3.8029 -2.5887 -2.4885 0.016
H -2.6555 -3.3897 -1.3459 0.005
H 4.2427 2.2558 -1.5853 0.003
H 4.6937 2.4942 0.1387 0.003
H 3.0707 2.9890 -0.4123 0.001
H 0.8241 0.2603 -0.2587 0.037
H 1.3185 1.7836 -0.9866 0.023
H 4.6883 -1.1703 -0.8999 -0.001
H 4.6135 0.1701 -2.0814 0.006
H 3.2470 -0.9910 -1.9528 0.002
O -2.3469 0.6431 1.7286 0.016
C -1.4786 1.5218 1.9632 0.003
N -0.3785 1.7566 1.2048 0.028
S 0.6603 2.8452 1.8343 0.001
O 1.8728 2.2125 2.3285 0.004
O 0.8372 4.0011 0.9809 0.002
C -0.3637 3.1793 3.2332 0.000
C -0.0485 3.9592 4.3435 0.000
C -0.9268 3.9181 5.4372 0.000
C -2.0854 3.1203 5.3900 0.001
C -2.3833 2.3644 4.2551 0.000
C -1.4988 2.3938 3.1700 0.001
H 0.8555 4.5647 4.3349 0.000
H -0.7054 4.5039 6.3281 0.000
H -2.7508 3.0926 6.2568 0.000
H -3.2841 1.7517 4.1841 0.000
```

The calculation puts the HOMO-LUMO gap (alpha / beta) at 6.435 / 3.484 eV. The expectation value of S² is 6.02. The multiplicity is 5. Its charge is +2. The value obtained for the HOMO energy (alpha / beta) is -13.12 / -13.08 eV.

[4]
Formula: C30H45NOPPd
Source: the Open Molecules 2025 dataset
Level of theory: ωB97M-V with the def2-TZVPD basis set

Geometry as XYZ:
```
79
Properties=species:S:1:pos:R:3:lowdin_spin:R:1
C -0.3695 1.6838 0.8593 0.183
C 0.1953 1.6733 2.1705 0.159
C 1.1892 2.7021 2.2275 0.158
H -0.0409 0.9654 2.9650 0.012
C 1.2392 3.3430 0.9488 0.184
C 0.2821 2.7048 0.0958 0.188
H 0.1000 2.9340 -0.9499 0.009
H -1.1687 1.0314 0.5094 0.025
H 1.8100 2.9371 3.0894 0.011
H 1.8549 4.1971 0.6893 0.010
C 2.6236 -1.5205 -1.2279 0.024
C 1.2099 -1.4628 -1.0604 0.309
C 0.7502 -0.2439 -1.6541 0.209
H 0.5777 -2.2199 -0.5904 0.012
C 1.8835 0.4677 -2.1499 0.140
C 3.0393 -0.3370 -1.8989 0.342
H 4.0488 -0.0987 -2.2211 0.016
H 3.2598 -2.3560 -0.9446 -0.005
H -0.2864 0.0666 -1.7383 0.009
H 1.8676 1.4177 -2.6815 0.001
Pd 1.6765 1.3453 0.7820 0.966
O 4.0245 2.3666 0.0228 0.035
C 4.8046 2.1315 1.2406 0.008
C 4.9371 3.4445 0.5033 0.004
H 4.2274 2.1319 2.1688 0.004
H 5.6223 1.4136 1.1230 0.000
H 4.4169 4.3082 0.9409 0.000
H 6.1693 5.8238 0.1058 0.000
C 6.7034 4.9985 -0.3744 0.001
C 6.1370 3.7010 -0.3024 0.001
C 6.8030 2.6298 -0.9422 0.001
H 6.3596 1.6319 -0.9318 0.000
C 8.0421 2.8473 -1.5508 0.000
H 8.5693 2.0045 -1.9991 0.000
C 8.6144 4.1257 -1.5793 0.001
H 9.5858 4.2847 -2.0507 0.000
C 7.9292 5.2039 -0.9979 0.000
H 8.3640 6.2042 -1.0189 0.000
C -3.6602 -0.6000 -2.8532 0.016
C -3.2238 -1.8647 -2.0741 0.064
C -4.2336 -3.0115 -2.1966 0.013
C -1.8539 -2.3271 -2.5901 0.005
P -3.1042 -1.3052 -0.2325 0.338
N -2.2797 -2.2924 0.6196 0.352
C -4.8462 -0.9304 0.5232 0.069
C -5.3579 -2.2040 1.1983 0.010
C -4.6027 0.1860 1.5550 0.010
C -5.8895 -0.4444 -0.5010 0.005
C -1.7734 -2.7378 1.9169 0.026
C -0.2576 -2.5899 2.0018 0.011
C -2.3084 -2.0049 3.1447 -0.001
C -2.1378 -4.2143 2.0206 0.022
H -4.7468 -0.5524 -3.0012 0.000
H -3.1801 -0.5867 -3.8405 0.000
H -3.3422 0.3145 -2.3256 0.013
H -4.5651 -3.0868 -3.2460 0.004
H -3.7859 -3.9768 -1.9200 0.001
H -5.1306 -2.8805 -1.5795 0.001
H -1.1461 -1.4972 -2.6606 0.004
H -1.4109 -3.1001 -1.9569 0.000
H -1.9650 -2.7350 -3.6067 0.001
H -4.6824 -2.5379 1.9928 0.001
H -6.3430 -2.0021 1.6489 0.003
H -5.4763 -3.0357 0.4931 0.000
H -4.2189 1.0923 1.0652 0.006
H -5.5442 0.4363 2.0662 0.000
H -3.8676 -0.1175 2.3143 0.000
H -5.5641 0.4631 -1.0262 0.001
H -6.1525 -1.2037 -1.2490 0.000
H -6.8166 -0.2003 0.0442 0.002
H 0.0309 -1.5314 1.9466 0.003
H 0.0702 -2.9929 2.9698 0.001
H 0.2540 -3.1357 1.2040 0.000
H -3.3972 -2.0348 3.2517 0.000
H -1.8827 -2.5099 4.0234 0.000
H -1.9674 -0.9631 3.1650 0.000
H -3.2221 -4.3596 1.9737 0.001
H -1.6994 -4.7683 1.1848 0.000
H -1.7709 -4.6393 2.9590 0.004
```

The calculation puts the HOMO-LUMO gap (alpha / beta) at 6.455 / 5.522 eV. The expectation value of S² is 6.03. The multiplicity is 5. Its charge is +1. The value obtained for the HOMO energy (alpha / beta) is -9.14 / -10.62 eV.

[5]
Formula: C30H46AsAuN4O2Si2
Source: the Open Molecules 2025 dataset
Level of theory: ωB97M-V with the def2-TZVPD basis set

Geometry as XYZ:
```
86
Properties=species:S:1:pos:R:3:lowdin_charge:R:1
Au -0.9987 -0.6682 0.3184 0.977
C -1.3326 5.2076 4.4854 -0.030
C -1.5140 4.2072 3.3650 -0.249
C -1.9485 4.5664 2.1144 0.032
C -2.0923 3.6433 1.0500 -0.126
C -2.4493 4.2033 -0.1938 0.013
N -2.2490 3.7778 -1.4142 0.095
C -1.3984 2.6688 -1.8739 -0.156
C -1.0262 2.8665 -3.3466 -0.137
C 0.0571 1.8912 -3.8171 -0.122
N -0.3332 0.5176 -3.4934 0.082
C -0.1817 -0.5747 -4.1559 0.048
C -0.5875 -1.8532 -3.6355 -0.105
C -0.3920 -3.0070 -4.4139 0.037
C -0.7661 -4.2578 -3.9742 -0.238
C -0.5637 -5.5012 -4.8109 -0.027
C -1.3588 -4.3352 -2.7108 0.042
C -1.5544 -3.2351 -1.8842 -0.127
C -2.1848 -3.4518 -0.5683 -0.055
N -2.0881 -2.6589 0.4192 -0.044
C -2.7784 -2.8728 1.6911 -0.188
C -1.8365 -2.8739 2.9072 -0.141
C -0.6727 -1.8585 2.9560 -0.184
N -0.9687 -0.5536 2.3297 -0.117
C -1.1039 0.5181 3.0237 -0.078
C -1.4103 1.8653 2.5968 -0.129
C -1.2494 2.8482 3.5649 0.034
C -1.9393 2.2217 1.2885 -0.339
O -2.3203 1.3787 0.4448 -0.086
C -1.1802 -1.9562 -2.3531 -0.281
O -1.4177 -0.8520 -1.6769 -0.258
H -1.6383 6.2069 4.1740 0.084
H -0.2883 5.2623 4.8021 0.089
H -1.9273 4.9344 5.3593 0.090
H -2.1627 5.6168 1.9142 0.135
H -2.9246 5.1824 -0.1573 0.155
H -2.6383 4.3577 -2.1440 0.160
H -1.9340 1.7410 -1.7097 0.100
H -0.5085 2.6387 -1.2475 0.111
H -0.6487 3.8793 -3.5046 0.129
H -1.9174 2.7450 -3.9672 0.130
H 0.9918 2.1016 -3.2965 0.128
H 0.2321 1.9907 -4.8867 0.135
H -0.7546 0.3349 -2.5718 0.067
H 0.2679 -0.5204 -5.1463 0.160
H 0.0608 -2.9008 -5.3987 0.135
H -0.1686 -5.2573 -5.7956 0.083
H -1.5048 -6.0367 -4.9497 0.092
H 0.1353 -6.1873 -4.3304 0.091
H -1.6817 -5.3116 -2.3520 0.140
H -2.7493 -4.3843 -0.4551 0.147
H -3.3465 -3.8049 1.6889 0.123
H -3.4947 -2.0549 1.7911 0.124
H -1.3848 -3.8616 3.0197 0.120
H -2.4730 -2.7266 3.7805 0.119
H 0.1935 -2.2598 2.4338 0.077
H -0.3885 -1.7107 3.9976 0.125
H -0.9692 0.3994 4.1003 0.146
H -0.9071 2.5395 4.5533 0.140
C 4.1752 1.7722 0.5260 -0.214
Si 2.4551 1.6749 1.2237 0.226
C 2.4306 1.2243 3.0316 -0.197
C 1.5532 3.2776 0.9496 -0.210
As 1.4059 -0.0003 -0.1069 0.814
Si 2.7045 -1.9831 0.1775 0.226
C 1.5286 -3.4142 -0.0287 -0.217
C 3.5787 -2.0728 1.8154 -0.216
C 3.8969 -1.8807 -1.2452 -0.222
H 4.6976 2.6203 0.9867 0.050
H 4.1624 1.9383 -0.5554 0.036
H 4.7610 0.8697 0.7299 0.025
H 2.9447 1.9945 3.6203 0.049
H 2.9284 0.2718 3.2197 0.014
H 1.4012 1.1591 3.3970 0.003
H 2.0074 4.0664 1.5634 0.053
H 0.5010 3.1998 1.2315 -0.005
H 1.6176 3.5947 -0.0955 0.032
H 0.7655 -3.4315 0.7562 0.002
H 2.0776 -4.3622 0.0198 0.050
H 1.0192 -3.3670 -1.0042 0.021
H 2.8691 -2.0786 2.6487 0.025
H 4.2758 -1.2415 1.9596 0.025
H 4.1586 -3.0026 1.8678 0.048
H 3.3683 -1.8793 -2.2041 0.028
H 4.5632 -2.7522 -1.2248 0.048
H 4.5223 -0.9831 -1.1933 0.027
```

The calculation puts the HOMO-LUMO gap at 6.214 eV. Its charge is +2. The value obtained for the HOMO energy is -12.72 eV.